58
Properties=species:S:1:pos:R:3:forces:R:3:mulliken_charge:R:1 method="wB97M-V/def2-TZVPD" homo_lumo_gap_ev=2.40 homo_energy_ev=-3.99 charge=-1 spin_multiplicity=1 largest_force_ev_per_a=8.133
O 1.82231 -3.96917 -12.21557 0.6833 3.3157 -1.0365 -0.638
V 2.13898 -2.45362 -12.73800 0.8492 -3.0510 0.0993 1.662
O 3.66868 -2.38816 -13.17796 -2.0455 0.0134 0.7872 -0.604
O 1.51828 -1.16961 -19.40771 0.1010 -1.3193 -1.4789 -0.456
C 1.04941 -1.01042 -18.19143 -0.5820 5.9593 5.5043 0.696
O 0.83616 -1.98550 -17.44411 -0.1439 -2.4633 -0.6981 -0.751
O 0.97195 0.15723 -17.74438 -0.2433 0.5586 -0.7397 -0.761
H 1.41667 -2.07836 -19.11536 0.9534 -2.7986 -2.3415 0.318
C -3.47410 -1.87907 -10.22384 -0.2956 0.4868 -0.1432 -0.830
C -2.84426 -0.45654 -10.30280 1.4662 -0.2511 -0.5895 -0.294
O -1.90900 -0.21004 -11.29384 -0.7201 -0.7339 0.3777 -0.626
H -4.49345 -1.86055 -9.83823 -0.1997 0.3170 0.0888 0.292
H -2.96721 -2.57775 -9.55826 0.4749 0.1169 -0.1567 0.234
H -3.55880 -2.32171 -11.21631 0.2542 0.0572 -0.0774 0.272
H -2.33424 -0.20545 -9.37278 0.2871 -0.3334 0.9227 0.219
H -3.57312 0.35282 -10.26043 -0.8463 0.1355 -0.5049 0.266
C -4.25102 -8.20737 -7.97181 0.7435 -0.1247 0.0409 -0.730
O -4.94283 -7.58394 -6.91462 -1.9681 -0.0106 -0.4108 -0.303
C -6.39905 -7.68058 -7.19024 0.3326 0.5119 2.7588 -0.440
C -7.25909 -6.88035 -6.03171 0.1818 0.3151 -1.7211 -0.679
O -6.99991 -7.00597 -4.67989 1.4576 0.6713 -0.2570 -0.338
C -7.56450 -7.93836 -3.81911 0.2731 0.2095 -0.1640 -0.635
H -4.54142 -7.74406 -8.91473 -0.0405 -0.4397 -0.2855 0.295
H -4.29858 -9.29584 -7.93891 -1.0391 -0.2883 -0.3410 0.291
H -3.16626 -8.13735 -7.89123 0.0546 0.9909 0.4492 0.278
H -6.68144 -8.73306 -7.21564 0.0608 -0.2124 0.1535 0.327
H -6.67444 -7.27139 -8.16226 0.1894 0.3912 -0.0096 0.380
H -8.33524 -6.93364 -6.19648 -0.3191 -0.9769 -0.4515 0.437
H -7.14911 -5.81100 -6.21205 0.7435 0.0645 -0.2301 0.339
H -7.09647 -7.62397 -2.88627 -0.2721 -0.6649 0.3185 0.214
H -7.28664 -8.95400 -4.10085 -0.1463 -0.2267 0.2132 0.277
H -8.64382 -7.80849 -3.73956 -0.2488 -0.2059 -0.0604 0.287
C 4.00408 0.96911 -6.67884 0.0135 -2.7180 -1.9379 0.173
O 4.07767 0.05051 -7.53862 -0.2874 2.4786 1.5976 -0.640
N 4.84549 1.04602 -5.65468 1.8283 0.8292 2.8153 0.090
C 6.11671 0.24251 -5.61995 -1.0873 0.1929 -0.4698 -0.914
C 4.67127 2.04305 -4.50681 0.3812 -0.7210 -2.4124 -0.898
H 3.23398 1.75571 -6.65885 -0.1222 -0.1814 -0.2001 0.272
H 6.63649 0.31346 -4.66449 -0.6333 -0.1247 0.2315 0.363
H 6.85577 0.60737 -6.33323 -0.2959 0.1321 -0.3843 0.299
H 5.84972 -0.77900 -5.89074 0.2776 -0.0014 0.1861 0.317
H 4.02984 2.82809 -4.90729 0.0306 0.1369 0.2899 0.340
H 4.23088 1.63354 -3.59771 0.1668 -0.2819 -0.1701 0.241
H 5.68065 2.42685 -4.35867 -0.2716 0.2470 0.4384 0.357
C 4.83170 -11.10768 -17.31188 -0.1154 -0.0290 -2.8292 -0.576
C 4.39310 -10.14771 -18.18660 1.7351 -1.2355 1.4001 0.356
C 3.72738 -8.89612 -17.67807 -1.4290 -0.4359 -0.1965 0.506
O 3.49301 -7.88881 -18.32164 0.8806 -0.8682 -0.2591 -0.553
C 3.13538 -9.13522 -16.37841 -0.3683 0.3407 1.0814 -0.641
C 3.51931 -10.12039 -15.55674 -0.0049 -0.2711 2.7004 0.560
C 4.65177 -11.05778 -15.91442 1.0489 0.0206 3.0945 0.423
O 5.36662 -11.56460 -15.00829 -2.1317 0.8409 -2.4497 -0.598
O 3.00567 -10.18937 -14.26609 -0.3483 0.9875 -1.8367 -0.512
O 4.72292 -10.30868 -19.47004 -0.5341 0.7409 0.2951 -0.504
H 5.27930 -11.93487 -17.84274 0.5283 -0.2233 0.5042 0.397
H 2.38584 -8.42619 -16.05926 0.0553 0.1343 0.1263 0.457
H 3.33116 -10.84786 -13.64798 0.7753 -0.4459 -0.6778 0.334
H 4.51281 -9.44700 -19.83741 -0.0874 0.4419 -0.9538 0.351